# C3H10N4

An isolated molecule of C3H10N4 in a non-equilibrium geometry (the ωB97M-V functional and the def2-TZVPD basis, OMol25).

The geometry in XYZ format:
```
17
Properties=species:S:1:pos:R:3
C -1.15 0.19 0.76
C 1.19 -0.04 -0.17
C -1.54 1.35 -0.07
N 0.17 -0.25 0.94
N -1.84 0.02 -0.58
N 0.89 -0.70 -1.40
N 2.49 -0.43 0.29
H 0.17 -1.23 1.20
H -2.81 -0.25 -0.51
H -1.77 -0.02 1.63
H 1.20 1.04 -0.35
H 0.95 -1.71 -1.29
H 2.72 0.05 1.15
H -0.07 -0.47 -1.69
H 2.54 -1.43 0.45
H -0.79 1.88 -0.64
H -2.36 1.97 0.28
```

Output
Kohn-Sham gap ... 9.51 eV
Relative energy (zero: lowest compared OMol25 entry of this formula, charge and spin) ... 27.6 kcal/mol
E_HOMO ... -8.492 eV
LUMO ... 1.02 eV
Max |F| ... 0.025 Eh/bohr
SMILES ... NC(N)N[C@H]1CN1



# C20H28N4O6S2

An isolated molecule of C20H28N4O6S2 in a non-equilibrium geometry (the ωB97M-V functional and the def2-TZVPD basis, OMol25).

The geometry in XYZ format:
```
60
Properties=species:S:1:pos:R:3
C 3.77 1.23 -0.70
N 3.95 -0.11 -1.23
C 3.53 -0.54 -2.43
O 3.79 -1.64 -2.87
C 2.59 0.40 -3.21
N 1.35 0.43 -2.47
C 0.68 -0.69 -2.09
C -0.31 -0.33 -1.22
C -0.25 1.06 -1.06
C 0.80 1.50 -1.84
H 1.14 2.51 -1.99
S -1.19 2.09 0.02
O -2.59 1.80 -0.12
O -0.76 3.44 -0.27
N -0.64 1.60 1.50
C -1.61 1.34 2.54
H -2.60 1.31 2.09
C -1.41 2.47 3.54
H -1.79 2.23 4.53
H -1.89 3.37 3.18
C 0.11 2.63 3.52
H 0.44 3.62 3.84
H 0.57 1.89 4.17
C 0.48 2.35 2.05
H 0.59 3.27 1.48
H 1.40 1.76 1.97
H -1.40 0.36 2.98
S -1.42 -1.48 -0.45
O -1.57 -1.15 0.94
O -0.90 -2.78 -0.77
N -2.84 -1.20 -1.27
C -4.02 -0.85 -0.48
H -3.79 -1.02 0.57
C -5.15 -1.76 -0.98
H -5.77 -1.22 -1.70
H -5.78 -2.11 -0.17
C -4.41 -2.90 -1.69
H -4.06 -3.64 -0.97
H -5.02 -3.39 -2.45
C -3.21 -2.17 -2.28
H -3.48 -1.64 -3.20
H -2.36 -2.82 -2.48
H -4.23 0.21 -0.62
H 0.95 -1.66 -2.45
H 2.98 1.41 -3.32
H 2.43 -0.04 -4.19
C 4.37 -1.11 -0.24
C 3.33 -1.21 0.82
C 2.09 -1.78 0.83
C 1.50 -1.43 2.06
C 2.41 -0.67 2.72
O 3.53 -0.52 1.98
H 2.41 -0.21 3.68
H 0.51 -1.70 2.38
H 1.65 -2.38 0.06
H 4.48 -2.05 -0.77
H 5.33 -0.81 0.19
H 3.95 1.97 -1.48
H 4.51 1.38 0.09
H 2.78 1.38 -0.28
```

Output
Kohn-Sham gap ... 9.19 eV
Relative energy (zero: lowest compared OMol25 entry of this formula, charge and spin) ... 0.2 kcal/mol
E_HOMO ... -8.641 eV
LUMO ... 0.55 eV
Max |F| ... 0.021 Eh/bohr
SMILES ... CN(Cc1ccco1)C(=O)Cn1cc(S(=O)(=O)N2CCCC2)c(S(=O)(=O)N2CCCC2)c1



# C23H15F10N5Re

A structure of composition C23H15F10N5Re in a non-equilibrium geometry (the ωB97M-V functional and the def2-TZVPD basis, OMol25).

The geometry in XYZ format:
```
54
Properties=species:S:1:pos:R:3
Re 0.23 -0.23 -0.46
C 1.88 -2.13 -2.27
N 2.02 -0.87 -1.50
C 2.40 0.24 -2.44
C 2.13 1.57 -1.80
N 0.76 1.46 -1.27
C -0.18 2.51 -1.42
C -1.50 2.17 -1.36
F -1.74 0.81 -1.19
C -2.56 3.04 -1.48
F -3.80 2.61 -1.41
C -2.26 4.37 -1.68
F -3.23 5.26 -1.80
C -0.94 4.77 -1.76
F -0.65 6.04 -1.95
C 0.09 3.85 -1.62
F 1.35 4.29 -1.65
C 3.09 -1.01 -0.47
C 2.51 -1.50 0.81
N 1.28 -0.71 1.05
C 0.91 -0.36 2.38
C 1.45 -0.92 3.53
F 2.33 -1.92 3.46
C 1.07 -0.49 4.79
F 1.62 -1.04 5.85
C 0.12 0.50 4.95
F -0.24 0.90 6.14
C -0.47 1.04 3.82
F -1.41 1.97 3.92
C -0.07 0.60 2.59
F -0.68 1.13 1.48
H 2.80 -2.33 -2.82
H 1.06 -2.03 -2.98
H 1.69 -2.96 -1.59
H 1.78 0.13 -3.33
H 3.45 0.13 -2.73
H 2.23 2.35 -2.54
H 2.82 1.79 -0.98
H 3.54 -0.03 -0.30
H 3.87 -1.68 -0.84
H 3.23 -1.36 1.61
H 2.26 -2.56 0.77
N -5.24 -1.62 2.32
C -4.44 -1.89 1.54
C -3.43 -2.19 0.56
C -3.66 -3.05 -0.51
C -2.64 -3.31 -1.40
C -1.42 -2.68 -1.23
N -1.20 -1.80 -0.22
C -2.20 -1.58 0.67
H -4.64 -3.52 -0.63
H -2.77 -4.00 -2.23
H -0.59 -2.88 -1.89
H -1.99 -0.92 1.50
```

Output
Kohn-Sham gap (spin up / spin down) ... 6.59 / 6.66 eV
Relative energy (zero: lowest compared OMol25 entry of this formula, charge and spin) ... 17.3 kcal/mol
Net charge ... +2
Spin multiplicity ... 2
E_HOMO (spin up / spin down) ... -14.652 / -14.845 eV
LUMO (spin up / spin down) ... -8.06 / -8.18 eV
Max |F| ... 0.037 Eh/bohr
⟨S²⟩ ... 0.7585



# C8H22NNaO7S

A structure of composition C8H22NNaO7S in a non-equilibrium geometry (the ωB97M-V functional and the def2-TZVPD basis, OMol25).

The geometry in XYZ format:
```
40
Properties=species:S:1:pos:R:3
Na -0.31 -0.28 0.56
C -1.95 3.64 -0.85
C -0.88 3.16 0.16
O -1.21 2.08 0.82
H -2.37 2.80 -1.43
H -1.58 4.39 -1.56
H -2.80 4.04 -0.29
H -0.66 4.06 0.81
H 0.10 3.10 -0.44
S -2.18 -1.94 2.48
O -0.70 -2.18 2.57
O -2.70 -1.43 3.77
O -2.37 -0.89 1.43
O -2.85 -3.21 2.11
C 0.02 0.77 -3.56
C 0.16 0.16 -2.18
C 0.19 -1.36 -2.22
O -0.05 -1.90 -0.94
C 0.30 -3.25 -0.82
N 1.35 0.63 -1.47
H -0.93 0.57 -4.07
H 0.76 0.36 -4.28
H 0.18 1.85 -3.55
H -0.71 0.49 -1.60
H 1.17 -1.69 -2.60
H -0.60 -1.74 -2.88
H -0.42 -3.89 -1.35
H 0.28 -3.50 0.24
H 1.32 -3.44 -1.18
H 1.41 1.64 -1.55
H 2.19 0.20 -1.83
C 1.50 0.53 2.97
C 2.24 -0.82 2.95
O 1.71 -1.71 2.03
H 1.64 1.01 2.00
H 1.96 1.22 3.69
H 0.44 0.36 3.15
H 2.27 -1.24 3.97
H 3.29 -0.63 2.67
H 0.76 -1.97 2.28
```

Output
Kohn-Sham gap ... 4.49 eV
Net charge ... -2
E_HOMO ... -0.675 eV
LUMO ... 3.82 eV
Max |F| ... 0.030 Eh/bohr



# C43H33BrN5OTc

A structure of composition C43H33BrN5OTc in a non-equilibrium geometry (the ωB97M-V functional and the def2-TZVPD basis, OMol25).

The geometry in XYZ format:
```
84
Properties=species:S:1:pos:R:3
Tc -0.57 0.10 -0.01
Br 1.83 -1.70 6.86
C 1.44 -0.69 5.30
C 0.81 0.54 5.44
C 0.56 1.29 4.31
C 0.88 0.82 3.04
O 0.78 1.67 1.98
C 1.46 -0.47 2.90
C 1.75 -1.13 1.66
N 1.19 -0.93 0.50
C 1.60 -1.80 -0.52
C 2.88 -2.29 -0.69
C 3.15 -3.23 -1.69
C 2.14 -3.74 -2.47
C 0.82 -3.26 -2.34
C -0.27 -3.72 -3.10
C -1.49 -3.10 -2.95
C -1.61 -2.02 -2.08
N -0.62 -1.59 -1.32
C 0.58 -2.22 -1.41
C 1.79 -1.18 4.07
H 0.55 0.91 6.42
H 0.13 2.28 4.40
H 2.44 -1.97 1.76
H 3.69 -1.93 -0.07
H 4.16 -3.55 -1.85
H 2.34 -4.49 -3.22
H -0.13 -4.53 -3.80
H -2.35 -3.41 -3.53
H -2.54 -1.47 -2.01
H 2.29 -2.13 3.99
C -3.59 4.75 0.93
C -1.57 3.66 2.18
C -1.54 2.14 1.92
C -2.68 2.34 -0.36
C -3.14 3.42 -1.04
C -3.65 4.59 -0.40
N -1.94 1.34 -0.97
N -1.79 1.51 -2.25
C -0.62 1.07 -2.76
C -0.36 1.17 -4.14
C 0.93 1.03 -4.59
C 1.96 0.78 -3.69
C 1.68 0.58 -2.34
C 0.41 0.72 -1.82
H -3.95 5.64 1.42
H -1.38 3.95 3.22
H -1.70 1.56 2.85
H -3.05 3.42 -2.12
H -4.03 5.39 -1.03
H -1.18 1.34 -4.82
H 1.15 1.14 -5.65
H 2.98 0.75 -4.04
H 2.51 0.35 -1.68
C -0.64 4.44 1.28
C -3.08 3.66 1.80
C -3.90 3.61 3.06
C -4.65 2.57 3.40
C -4.79 1.45 2.50
C -4.02 1.29 1.41
C -4.39 0.26 0.39
C -2.89 2.26 1.13
N -0.44 1.60 1.19
H -0.77 5.51 1.43
H -0.82 4.20 0.23
H 0.39 4.17 1.50
H -3.86 4.50 3.67
H -5.23 2.56 4.31
H -5.61 0.77 2.69
H -5.16 -0.40 0.78
H -3.53 -0.34 0.10
H -4.78 0.75 -0.50
C -1.47 -0.96 1.27
C -1.66 -1.77 2.37
C -2.59 -1.44 3.38
C -2.54 -2.06 4.61
C -1.60 -3.04 4.87
C -0.74 -3.45 3.86
C -0.78 -2.84 2.62
H -3.30 -0.65 3.19
H -3.24 -1.76 5.38
H -1.52 -3.48 5.86
H -0.04 -4.25 4.04
H -0.11 -3.16 1.83
```

Output
Kohn-Sham gap (spin up / spin down) ... 4.90 / 4.90 eV
E_HOMO (spin up / spin down) ... -5.962 / -5.961 eV
LUMO (spin up / spin down) ... -1.06 / -1.06 eV
Max |F| ... 0.099 Eh/bohr



# C17H22FN4O6S

A structure of composition C17H22FN4O6S in a non-equilibrium geometry (the ωB97M-V functional and the def2-TZVPD basis, OMol25).

The geometry in XYZ format:
```
51
Properties=species:S:1:pos:R:3
C -1.96 2.18 -0.53
C -1.49 1.35 0.65
C -0.28 0.60 0.61
C 0.08 0.02 1.94
O -0.56 -0.89 2.49
N 1.24 0.56 2.49
C 1.79 -0.02 3.69
C 2.11 1.55 1.88
N -2.21 1.29 1.77
N -3.34 1.93 1.85
C -4.21 1.23 2.70
N -5.42 1.86 2.62
O -3.97 0.22 3.34
H -1.16 2.82 -0.91
H -2.31 1.50 -1.33
H -2.77 2.86 -0.27
H 0.58 1.22 0.06
H 0.97 -0.47 4.26
H 2.57 -0.75 3.45
H 2.27 0.78 4.26
H 1.59 2.37 1.38
H 2.70 2.02 2.68
H 2.86 1.10 1.21
H -5.38 2.79 2.23
H -6.09 1.69 3.36
C -1.84 -4.44 -0.20
C -2.28 -3.02 -0.23
O -1.08 -2.21 -0.15
C -1.31 -1.06 -0.86
C 0.00 -0.32 -1.06
F -0.07 0.64 -2.04
S 1.40 -1.44 -1.38
C 2.59 -0.42 -2.32
C 2.70 -0.59 -3.70
C 3.44 0.31 -4.45
C 4.09 1.38 -3.83
C 3.97 1.55 -2.44
C 3.23 0.65 -1.69
O 1.88 -1.74 -0.04
O 1.04 -2.49 -2.31
O -2.41 -0.69 -1.28
H -2.74 -5.07 -0.12
H -1.34 -4.68 -1.15
H -1.17 -4.64 0.64
H -2.77 -2.80 -1.20
H -2.94 -2.73 0.60
H 2.20 -1.44 -4.18
H 3.51 0.18 -5.54
H 4.67 2.10 -4.42
H 4.44 2.40 -1.93
H 3.16 0.74 -0.61
```

Output
Kohn-Sham gap ... 5.62 eV
Net charge ... -1
E_HOMO ... -3.195 eV
LUMO ... 2.43 eV
Max |F| ... 0.103 Eh/bohr



# C19H23ClNO

The ion C19H23ClNO with charge +1 (the ωB97M-V functional and the def2-TZVPD basis, OMol25).

The geometry in XYZ format:
```
45
Properties=species:S:1:pos:R:3
Cl 6.62 2.11 0.00
C 5.15 1.21 -0.16
C 3.94 1.81 0.16
C 2.77 1.08 0.03
C 2.80 -0.23 -0.43
C 4.01 -0.82 -0.75
C 5.19 -0.09 -0.62
H 6.13 -0.55 -0.87
H 4.07 -1.83 -1.11
O 1.57 -0.87 -0.51
C 1.56 -2.22 -0.95
C 0.12 -2.72 -1.00
H -0.48 -2.00 -1.56
H 0.11 -3.65 -1.56
C -0.48 -3.00 0.38
C -0.42 -1.83 1.36
N -0.91 -0.55 0.79
C -2.31 -0.64 0.33
C -2.88 0.68 -0.12
C -4.05 0.68 -0.88
C -4.62 1.87 -1.29
C -4.03 3.08 -0.94
C -2.87 3.08 -0.18
C -2.29 1.89 0.23
C -1.01 1.90 1.03
C -0.78 0.57 1.74
H 0.22 0.55 2.18
H -1.51 0.43 2.54
H -1.04 2.70 1.76
H -0.18 2.11 0.35
H -2.40 4.01 0.09
H -4.47 4.01 -1.25
H -5.52 1.86 -1.87
H -4.51 -0.26 -1.15
H -2.39 -1.36 -0.49
H -2.91 -1.03 1.16
H -0.28 -0.35 -0.01
H 0.62 -1.66 1.67
H -1.01 -2.06 2.25
H -1.51 -3.33 0.25
H 0.06 -3.82 0.84
H 2.16 -2.84 -0.28
H 2.00 -2.28 -1.96
H 1.83 1.54 0.28
H 3.91 2.82 0.52
```

Output
Kohn-Sham gap ... 9.10 eV
Net charge ... +1
E_HOMO ... -11.305 eV
LUMO ... -2.21 eV
Max |F| ... 0.018 Eh/bohr
SMILES ... Clc1ccc(OCCCC[N@@H+]2CCc3ccccc3C2)cc1



# CH6S4

A cluster of 2 separate species, CH6S4 in total in a non-equilibrium geometry (the ωB97M-V functional and the def2-TZVPD basis, OMol25).

The geometry in XYZ format:
```
11
Properties=species:S:1:pos:R:3
S 0.24 -2.53 2.18
S 0.17 -1.03 3.50
H -0.48 -1.98 1.19
H 1.00 -1.34 4.48
C 0.70 -0.22 -2.03
S 0.20 1.26 -2.89
S -0.93 2.54 -1.90
H 1.59 -0.17 -1.45
H 0.87 -0.84 -2.86
H 0.17 -0.72 -1.37
H -2.20 2.70 -2.17
```

Output
Kohn-Sham gap (spin up / spin down) ... 5.64 / 2.25 eV
Relative energy (zero: lowest compared OMol25 entry of this formula, charge and spin) ... 43.9 kcal/mol
Net charge ... +1
Spin multiplicity ... 2
E_HOMO (spin up / spin down) ... -11.287 / -11.244 eV
LUMO (spin up / spin down) ... -5.65 / -8.99 eV
Max |F| ... 0.102 Eh/bohr
⟨S²⟩ ... 0.7545



# CH6NO

A cluster of 2 separate species, CH6NO in total in a non-equilibrium geometry (the ωB97M-V functional and the def2-TZVPD basis, OMol25).

The geometry in XYZ format:
```
9
Properties=species:S:1:pos:R:3
O -2.11 -0.27 0.47
H -1.78 -0.32 -0.47
C 1.56 -0.18 0.18
N 0.54 0.56 -0.60
H 1.70 0.34 1.14
H 2.49 -0.29 -0.32
H 1.36 -1.18 0.56
H 0.33 0.09 -1.46
H -0.39 0.69 -0.17
```

Output
Kohn-Sham gap ... 6.77 eV
Relative energy (zero: lowest compared OMol25 entry of this formula, charge and spin) ... 11.0 kcal/mol
Net charge ... -1
E_HOMO ... -2.343 eV
LUMO ... 4.43 eV
Max |F| ... 0.045 Eh/bohr



# C22H30N11RuSi2

A structure of composition C22H30N11RuSi2 in a non-equilibrium geometry (the ωB97M-V functional and the def2-TZVPD basis, OMol25).

The geometry in XYZ format:
```
66
Properties=species:S:1:pos:R:3
Ru -0.03 -1.07 -0.14
N 3.43 -1.38 -2.15
C 3.09 -0.24 -1.56
N 3.96 0.77 -1.53
C 3.57 1.87 -0.90
N 4.42 2.89 -0.84
N 2.35 2.07 -0.32
C 1.59 1.03 -0.42
N 1.87 -0.15 -0.97
C -0.94 1.27 -0.79
C -1.85 2.33 -0.31
C -3.18 2.10 -0.29
C -3.71 0.82 -0.61
C -2.85 -0.25 -0.78
N -1.53 -0.06 -0.78
H 4.35 -1.47 -2.56
H 2.82 -2.18 -2.16
H 5.34 2.80 -1.24
H 4.16 3.73 -0.35
H -1.43 3.30 -0.07
H -3.86 2.90 -0.01
H -4.77 0.64 -0.61
H -3.19 -1.28 -0.85
C 0.63 -2.66 4.07
Si -0.67 -2.55 2.73
C -2.42 -2.40 3.37
C -0.55 -4.11 1.73
N -0.31 -1.08 1.74
C -0.28 0.21 2.33
C -0.55 0.47 3.68
C -0.41 1.75 4.19
C -0.01 2.81 3.38
C 0.23 2.58 2.04
C 0.08 1.30 1.54
N 0.25 0.98 0.13
Si -0.58 1.65 -2.74
C 0.71 2.99 -2.89
C -2.20 2.25 -3.42
C -0.12 0.07 -3.60
H 0.41 -3.52 4.70
H 0.73 -1.79 4.71
H 1.60 -2.85 3.60
H -2.66 -3.27 3.98
H -3.11 -2.41 2.52
H -2.62 -1.51 3.96
H -0.71 -4.92 2.44
H 0.43 -4.26 1.28
H -1.31 -4.19 0.96
H -0.85 -0.33 4.35
H -0.61 1.92 5.24
H 0.10 3.80 3.79
H 0.55 3.38 1.38
H 0.65 3.74 -2.10
H 0.55 3.50 -3.84
H 1.73 2.59 -2.91
H -2.48 3.23 -3.05
H -3.02 1.55 -3.23
H -2.08 2.32 -4.51
H 0.70 -0.49 -3.16
H 0.18 0.33 -4.62
H -0.98 -0.60 -3.68
N 2.99 -4.61 -2.77
C 1.89 -4.74 -2.45
N 0.62 -4.88 -2.07
C 0.16 -3.83 -1.53
N -0.25 -2.85 -1.02
```

Output
Kohn-Sham gap (spin up / spin down) ... 5.29 / 5.28 eV
Relative energy (zero: lowest compared OMol25 entry of this formula, charge and spin) ... 0.9 kcal/mol
Net charge ... +1
E_HOMO (spin up / spin down) ... -10.307 / -10.305 eV
LUMO (spin up / spin down) ... -5.01 / -5.02 eV
Max |F| ... 0.054 Eh/bohr



# C16H32AsGaN2S5Si3

A structure of composition C16H32AsGaN2S5Si3 (the ωB97M-V functional and the def2-TZVPD basis, OMol25).

The geometry in XYZ format:
```
60
Properties=species:S:1:pos:R:3
Ga -0.70 -0.34 -0.35
S -4.43 1.99 -0.69
C -3.01 1.21 -0.52
S -2.17 0.93 0.99
S -2.13 0.50 -1.89
S 0.72 -1.07 -2.71
C 1.58 0.40 -2.66
N 0.91 1.58 -2.71
C 1.48 2.80 -2.57
C 2.83 2.91 -2.42
C 3.58 1.73 -2.41
C 2.98 0.51 -2.54
H -0.11 1.52 -2.75
H 0.80 3.64 -2.59
H 3.28 3.88 -2.30
H 4.66 1.78 -2.26
H 3.55 -0.41 -2.50
C -3.45 -4.91 0.92
Si -3.27 -3.06 0.74
C -3.96 -2.16 2.21
C -4.07 -2.48 -0.84
As -0.93 -2.59 0.58
Si -0.04 -2.49 2.78
C -0.76 -3.92 3.74
C -0.50 -0.84 3.51
C 1.81 -2.68 2.65
Si 0.19 -4.32 -0.60
C -0.72 -4.46 -2.22
C 0.07 -5.90 0.39
C 1.98 -3.87 -0.79
H -4.51 -5.16 1.04
H -2.91 -5.30 1.78
H -3.09 -5.42 0.02
H -5.03 -2.38 2.27
H -3.84 -1.08 2.09
H -3.51 -2.46 3.15
H -5.08 -2.89 -0.89
H -3.53 -2.80 -1.73
H -4.15 -1.39 -0.87
H -1.85 -3.86 3.82
H -0.36 -3.93 4.76
H -0.51 -4.87 3.28
H -1.58 -0.67 3.51
H -0.02 -0.03 2.96
H -0.15 -0.80 4.55
H 2.09 -3.68 2.34
H 2.26 -2.50 3.64
H 2.24 -1.96 1.96
H -1.76 -4.77 -2.06
H -0.25 -5.19 -2.88
H -0.74 -3.50 -2.75
H -0.96 -6.20 0.61
H 0.61 -5.80 1.33
H 0.54 -6.71 -0.17
H 2.11 -2.86 -1.17
H 2.45 -4.56 -1.51
H 2.51 -3.97 0.16
S 3.44 1.12 1.32
C 2.04 0.64 0.71
N 1.02 0.26 0.26
```

Output
Kohn-Sham gap ... 7.39 eV
Relative energy (zero: lowest compared OMol25 entry of this formula, charge and spin) ... 0.0 kcal/mol
E_HOMO ... -7.582 eV
LUMO ... -0.19 eV
Max |F| ... 0.003 Eh/bohr